{
  "formula": "C21H31N3O3",
  "method": "wB97M-V/def2-TZVPD",
  "elements": ["C", "C", "C", "C", "N", "C", "C", "C", "C", "C", "C", "C", "C", "N", "C", "O", "N", "C", "C", "C", "C", "O", "C", "C", "C", "C", "O", "H", "H", "H", "H", "H", "H", "H", "H", "H", "H", "H", "H", "H", "H", "H", "H", "H", "H", "H", "H", "H", "H", "H", "H", "H", "H", "H", "H", "H", "H", "H"],
  "coordinates": [[-4.20, -1.08, -3.49], [-3.33, -1.34, -2.28], [-4.01, -2.26, -1.27], [-3.19, -2.40, 0.01], [-3.04, -1.12, 0.68], [-4.24, -0.66, 1.35], [-4.70, 0.70, 0.81], [-1.84, -1.01, 1.49], [-1.56, 0.41, 1.84], [-1.74, 1.13, 2.98], [-1.30, 2.45, 2.71], [-0.90, 2.44, 1.40], [-0.30, 3.51, 0.54], [0.95, 3.07, -0.03], [1.09, 2.90, -1.38], [0.35, 3.40, -2.20], [2.20, 2.18, -1.76], [2.97, 1.29, -1.01], [4.34, 1.19, -1.24], [5.13, 0.31, -0.53], [4.57, -0.49, 0.45], [5.24, -1.37, 1.25], [6.62, -1.60, 1.05], [6.90, -2.50, -0.15], [3.19, -0.42, 0.67], [2.40, 0.45, -0.05], [-1.04, 1.21, 0.88], [-4.44, -2.01, -4.00], [-5.13, -0.60, -3.20], [-3.69, -0.43, -4.20], [-3.09, -0.40, -1.78], [-2.39, -1.80, -2.60], [-5.00, -1.86, -1.03], [-4.15, -3.25, -1.70], [-2.19, -2.76, -0.26], [-3.65, -3.15, 0.67], [-5.04, -1.39, 1.22], [-4.06, -0.57, 2.43], [-5.61, 1.01, 1.33], [-4.91, 0.62, -0.25], [-3.93, 1.45, 0.96], [-1.92, -1.59, 2.43], [-1.00, -1.40, 0.91], [-2.13, 0.76, 3.91], [-1.30, 3.28, 3.38], [-0.95, 3.75, -0.30], [-0.15, 4.41, 1.14], [1.61, 2.63, 0.58], [2.45, 2.30, -2.73], [4.79, 1.82, -2.00], [6.19, 0.28, -0.75], [6.95, -2.09, 1.96], [7.16, -0.64, 0.95], [6.55, -2.04, -1.07], [6.39, -3.45, -0.02], [7.97, -2.68, -0.23], [2.76, -1.07, 1.42], [1.34, 0.46, 0.11]],
  "nbo_charge": [-0.599, -0.402, -0.399, -0.200, -0.457, -0.223, -0.603, -0.252, 0.285, -0.308, -0.313, 0.267, -0.268, -0.628, 0.789, -0.651, -0.634, 0.105, -0.205, -0.316, 0.367, -0.513, -0.064, -0.639, -0.254, -0.242, -0.412, 0.196, 0.198, 0.210, 0.217, 0.191, 0.193, 0.202, 0.192, 0.165, 0.190, 0.182, 0.202, 0.205, 0.211, 0.179, 0.215, 0.227, 0.228, 0.254, 0.210, 0.402, 0.411, 0.213, 0.218, 0.194, 0.168, 0.212, 0.216, 0.215, 0.222, 0.231],
  "de_lowest_kj_mol": 233.5,
  "energy_ev": -32892.9478,
  "homo_lumo_gap_ev": 8.77
}